24
Properties=species:S:1:pos:R:3:forces:R:3 method="wB97M-V/def2-TZVPD" charge=+2 homo_energy_ev=-16.360 fmax_ev_per_a=5.30 homo_lumo_gap_ha=0.298
O 0.62685 2.38232 2.19575 -1.210 -2.231 -2.239
N 4.03294 -1.17507 0.07964 -0.646 -0.191 -0.371
H 4.69329 -1.81963 -0.31393 0.521 -0.064 0.084
O 0.68229 2.07880 -2.44340 -1.109 -2.581 2.952
H 5.21727 0.03612 1.50711 -0.202 -0.364 -0.385
C -2.25400 0.02551 -0.60608 -1.501 1.833 1.138
C -0.51724 -1.34720 1.57705 -0.625 -3.354 4.056
H 2.22420 -1.87825 -1.06758 1.313 1.076 1.336
C -2.05921 1.05222 0.31964 -2.320 -0.972 -1.472
C 0.37080 1.35638 -1.60891 1.554 3.311 -3.792
H -1.93546 2.09921 -0.01592 0.137 -0.705 0.144
H 2.76351 1.23809 1.90000 0.412 -0.788 -0.582
H -2.32559 0.91085 1.38416 0.356 -0.039 -0.639
C 3.03807 0.40658 1.22856 0.159 -0.622 -0.536
H -2.28853 0.24321 -1.69046 0.273 -0.115 0.676
C 4.26679 -0.19357 1.03130 -1.400 0.107 -0.276
N 2.10691 -0.22533 0.39399 -0.819 -0.254 -0.463
O -0.68048 -2.07462 2.44884 0.581 2.587 -3.131
C 0.27123 1.60633 1.43677 1.598 3.199 3.163
O -0.26243 -2.43709 -2.14159 -0.038 0.884 0.744
C -0.19997 -1.59152 -1.40510 0.218 -1.706 -1.385
Zn -0.12213 0.05727 0.01587 1.791 -0.310 0.240
H -2.67902 -0.94587 -0.28941 0.489 0.544 -0.100
C 2.72252 -1.18965 -0.30520 0.469 0.754 0.839

=====

21
Properties=species:S:1:pos:R:3:forces:R:3 method="wB97M-V/def2-TZVPD" smiles=c1cc2nnc(C3CC3)nc2cn1 homo_energy_ev=-9.392 fmax_ev_per_a=1.54 homo_lumo_gap_ha=0.311
H 0.60069 -3.74323 1.42064 0.176 0.178 0.008
H -2.50274 1.71940 0.98701 -0.423 0.161 0.198
H -2.64481 3.04174 -1.21268 0.142 0.026 0.144
C -0.91148 3.11001 0.19102 0.804 -0.892 0.048
H -1.29416 3.92683 0.72786 -0.740 0.898 0.576
C 1.01461 -2.98640 0.76098 0.804 0.197 -0.867
H 0.18876 3.08463 0.28770 -0.695 -0.271 -0.686
C -1.65119 1.77833 0.34687 0.118 1.457 -0.469
C 1.95406 -1.17799 -1.05318 -0.481 1.276 -0.657
H 2.27810 -0.46827 -1.84194 -0.080 -0.413 0.598
H -1.16121 2.11140 -1.78613 -0.272 0.293 0.452
C -1.70499 2.57022 -0.94788 0.594 -0.395 -0.368
C 2.17013 -3.18785 0.02476 -1.141 0.521 0.397
C 0.31546 -1.74017 0.61112 0.362 -1.244 0.232
N 2.63562 -2.26918 -0.90117 -0.547 -0.344 0.581
N -1.32841 -0.35047 1.24249 -0.440 -0.903 0.788
H 2.74290 -4.10296 0.12579 -0.009 0.128 -0.058
C -0.85726 0.57956 0.37000 0.301 -0.918 -0.201
N 0.16856 0.41388 -0.42628 0.497 -0.673 -0.211
N -0.77092 -1.51151 1.37567 -0.327 1.025 -0.117
C 0.75827 -0.79798 -0.30265 1.357 -0.108 -0.389